1.
ORCA calculation (ωB97M-V with the def2-TZVPD basis set) on C2H6N2S2 in the gas phase in a non-equilibrium geometry.

Calculated values
Highest occupied orbital energy = -9.33 eV
Energy relative to the best compared isomer or geometry (same formula, charge and spin) = 33.9 kcal/mol
Frontier orbital gap = 0.3618 hartree
Electronic energy = -985.6294 a.u.
SMILES string = [H]/N=C(\CS)NS

```
12
Properties=species:S:1:pos:R:3:mulliken_charge:R:1
H -1.049 1.546 -0.067 0.186
N 0.009 1.309 -0.127 -0.662
C 0.027 0.017 -0.050 0.665
C -1.181 -0.859 0.021 -0.631
S -2.774 0.061 -0.024 -0.305
N 1.228 -0.695 -0.023 -0.337
S 2.799 0.093 -0.054 -0.150
H -1.287 -1.277 -0.996 0.277
H -1.284 -1.620 0.753 0.402
H -2.690 1.007 1.166 0.160
H 1.206 -1.682 0.194 0.244
H 2.958 0.330 1.427 0.150
```

=====

2.
ORCA calculation (ωB97M-V with the def2-TZVPD basis set) on C2H6N2S2 in the gas phase in a non-equilibrium geometry.

Calculated values
Highest occupied orbital energy = -9.04 eV
Energy relative to the best compared isomer or geometry (same formula, charge and spin) = 54.2 kcal/mol
Frontier orbital gap = 0.3485 hartree
Electronic energy = -985.5971 a.u.
SMILES string = [H]/N=C(/NS)SC

```
12
Properties=species:S:1:pos:R:3:mulliken_charge:R:1
H 0.999 2.684 -0.018 0.246
N 0.124 2.212 0.172 -0.747
C 0.170 0.884 0.089 0.517
N -0.931 0.365 0.555 -0.263
S -1.881 -0.726 -0.182 -0.183
S 1.497 -0.123 -0.578 -0.052
C 1.514 -1.368 0.637 -0.716
H -1.278 1.023 1.206 0.294
H -2.957 0.029 -1.092 0.134
H 2.015 -1.030 1.696 0.254
H 2.271 -2.101 0.178 0.257
H 0.631 -2.165 0.746 0.257
```

=====

3.
ORCA calculation (ωB97M-V with the def2-TZVPD basis set) on 2 unconnected molecules or ions with the total composition C2H6N3 in a non-equilibrium geometry.

Calculated values
Highest occupied orbital energy (alpha / beta) = -15.08 / -14.52 eV
Energy relative to the best compared isomer or geometry (same formula, charge and spin) = 213.2 kcal/mol
Net charge = +1
Frontier orbital gap (alpha / beta) = 0.2481 / 0.3649 hartree
Electronic energy = -243.4952 a.u.

```
11
Properties=species:S:1:pos:R:3:mulliken_charge:R:1
C -0.186 -0.025 1.291 0.281
C -0.263 -0.854 0.018 -0.304
N 2.643 -0.168 -0.112 -0.514
N -1.084 0.220 0.471 0.481
N -2.104 1.012 0.075 -0.498
H 0.531 -0.621 -0.670 0.262
H -0.797 -1.832 -0.029 0.302
H 3.309 0.649 -0.265 0.248
H -2.538 1.604 0.698 0.223
H -2.378 1.111 -0.865 0.241
H 2.866 -1.095 -0.612 0.278
```

=====

4.
ORCA calculation (ωB97M-V with the def2-TZVPD basis set) on 2 unconnected molecules or ions with the total composition C2H6N3 in a non-equilibrium geometry.

Calculated values
Highest occupied orbital energy (alpha / beta) = -13.25 / -13.25 eV
Energy relative to the best compared isomer or geometry (same formula, charge and spin) = 150.2 kcal/mol
Net charge = +1
Frontier orbital gap (alpha / beta) = 0.2508 / 0.2513 hartree
Electronic energy = -243.5956 a.u.

```
11
Properties=species:S:1:pos:R:3:mulliken_charge:R:1
C -0.218 2.353 0.577 0.234
C 0.251 -2.145 -1.177 -0.627
N 0.158 -1.120 -0.217 -0.188
N 0.161 0.060 -0.386 -0.157
N -0.385 2.559 1.776 -0.109
H 0.434 -1.827 -2.120 0.440
H 0.894 -3.036 -0.716 0.245
H -0.778 -2.502 -1.053 0.264
H 0.496 0.461 -1.342 0.249
H -0.236 1.800 2.515 0.336
H -0.777 3.398 2.142 0.312
```

=====

5.
ORCA calculation (ωB97M-V with the def2-TZVPD basis set) on 2 unconnected molecules or ions with the total composition C2H6N3O in a non-equilibrium geometry.

Calculated values
Highest occupied orbital energy (alpha / beta) = -15.13 / -15.13 eV
Energy relative to the best compared isomer or geometry (same formula, charge and spin) = 106.7 kcal/mol
Net charge = +1
Frontier orbital gap (alpha / beta) = 0.2960 / 0.2960 hartree
Electronic energy = -318.9323 a.u.

```
12
Properties=species:S:1:pos:R:3:mulliken_charge:R:1
C 1.547 0.847 0.483 -0.121
C 0.469 -0.206 -1.052 0.304
N 1.274 -0.516 0.890 -0.044
N 0.735 -1.087 -0.083 -0.172
N -1.907 -0.357 0.139 -0.753
O 1.032 0.932 -0.836 -0.191
H 1.021 1.565 1.207 0.317
H 2.658 0.909 0.660 0.311
H -0.126 -0.505 -1.909 0.488
H -2.233 -0.655 -0.829 0.292
H -2.531 0.330 0.716 0.277
H -1.939 -1.258 0.613 0.293
```

=====

6.
ORCA calculation (ωB97M-V with the def2-TZVPD basis set) on a gas-phase ion, C2H6N3S (charge +1) in a non-equilibrium geometry.

Calculated values
Highest occupied orbital energy (alpha / beta) = -14.52 / -14.76 eV
Energy relative to the best compared isomer or geometry (same formula, charge and spin) = 87.0 kcal/mol
Net charge = +1
Frontier orbital gap (alpha / beta) = 0.3173 / 0.3249 hartree
Electronic energy = -641.8771 a.u.
SMILES string = [H]/N=[N+]1/NCCS1

```
12
Properties=species:S:1:pos:R:3:mulliken_charge:R:1
H -1.511 2.828 0.054 0.260
N -1.158 2.238 -0.694 -0.451
N -0.530 1.049 -0.096 0.453
N -0.082 0.172 -0.960 -0.180
C 0.719 -0.885 -0.395 -0.335
C 0.233 -1.026 1.045 -0.546
S -0.351 0.648 1.515 0.150
H -0.074 0.458 -1.932 0.316
H 1.787 -0.629 -0.443 0.289
H 0.559 -1.807 -0.957 0.298
H -0.612 -1.709 1.137 0.336
H 1.021 -1.338 1.728 0.409
```

=====

7.
ORCA calculation (ωB97M-V with the def2-TZVPD basis set) on C2H6N4 in the gas phase in a non-equilibrium geometry.

Calculated values
Highest occupied orbital energy (alpha / beta) = -8.83 / -8.97 eV
Energy relative to the best compared isomer or geometry (same formula, charge and spin) = 156.3 kcal/mol
Frontier orbital gap (alpha / beta) = 0.2929 / 0.2911 hartree
Electronic energy = -298.5998 a.u.

```
12
Properties=species:S:1:pos:R:3:mulliken_charge:R:1
C 1.322 0.663 0.005 -0.369
C 0.280 -0.457 0.462 -0.459
N -2.872 0.640 -0.125 -0.842
N 0.898 1.924 -0.016 -0.365
N -1.835 0.201 0.384 0.157
N -0.928 -0.297 -0.333 -0.036
H 2.244 0.432 0.612 0.342
H 1.556 0.463 -1.122 0.303
H 0.554 -1.511 0.268 0.299
H -0.005 -0.149 1.496 0.386
H -3.404 1.127 0.614 0.256
H -0.839 0.186 -1.287 0.330
```

=====

8.
ORCA calculation (ωB97M-V with the def2-TZVPD basis set) on C2H6N4 in the gas phase in a non-equilibrium geometry.

Calculated values
Highest occupied orbital energy = -9.62 eV
Energy relative to the best compared isomer or geometry (same formula, charge and spin) = 58.9 kcal/mol
Frontier orbital gap = 0.3852 hartree
Electronic energy = -298.7551 a.u.
SMILES string = [H]/N=C\NN/C=N\[H]

```
12
Properties=species:S:1:pos:R:3:mulliken_charge:R:1
H 3.130 -0.179 0.956 0.217
N 2.940 -0.095 -0.041 -0.613
C 1.758 -0.099 -0.454 0.044
N 0.576 -0.258 0.268 -0.338
N -0.578 0.392 -0.176 -0.241
C -1.684 -0.413 -0.211 0.114
N -2.974 -0.179 -0.007 -0.617
H -3.243 0.866 0.216 0.205
H 1.427 0.070 -1.438 0.420
H 0.627 -0.071 1.270 0.234
H -0.648 1.435 -0.008 0.238
H -1.330 -1.468 -0.375 0.338
```

=====

9.
ORCA calculation (ωB97M-V with the def2-TZVPD basis set) on a molecular structure, C2H6N4O in a non-equilibrium geometry.

Calculated values
Highest occupied orbital energy = -9.05 eV
Energy relative to the best compared isomer or geometry (same formula, charge and spin) = 185.2 kcal/mol
Frontier orbital gap = 0.3296 hartree
Electronic energy = -373.8153 a.u.

```
13
Properties=species:S:1:pos:R:3:mulliken_charge:R:1
C 0.069 -1.232 -0.475 0.077
C -0.690 1.018 -0.011 -0.032
H 1.459 0.645 0.798 0.319
H 2.776 0.139 0.327 0.320
H -0.139 -2.102 -1.151 0.327
H -2.367 -1.397 -0.428 0.377
H -1.736 1.445 0.256 0.346
H -0.137 2.456 -0.406 0.286
N 1.781 -0.289 0.891 -0.604
N 1.375 -1.200 -0.234 -0.322
N -0.741 -0.388 0.205 0.026
N 0.447 1.561 -0.338 -0.630
O -2.097 -0.655 0.566 -0.489
```

=====

10.
ORCA calculation (ωB97M-V with the def2-TZVPD basis set) on C2H6N4O in the gas phase in a non-equilibrium geometry.

Calculated values
Highest occupied orbital energy = -8.61 eV
Energy relative to the best compared isomer or geometry (same formula, charge and spin) = 94.1 kcal/mol
Frontier orbital gap = 0.3366 hartree
Electronic energy = -373.9605 a.u.
SMILES string = [H]/N=C(/N)O/C(N)=N/[H]

```
13
Properties=species:S:1:pos:R:3:mulliken_charge:R:1
H 1.769 -0.849 -0.411 0.338
N 2.017 0.111 -0.183 -0.727
C 0.968 0.901 -0.382 0.513
N 1.004 2.226 -0.390 -0.522
O -0.370 0.557 -0.407 -0.351
C -0.569 -0.752 0.117 0.664
N -1.964 -1.090 0.497 -0.524
N 0.121 -1.757 0.054 -0.624
H -0.184 -2.712 0.123 0.215
H 0.024 2.911 -0.498 0.279
H 1.913 2.853 0.058 0.296
H -1.995 -2.134 0.707 0.194
H -2.733 -0.266 0.715 0.249
```

=====

11.
ORCA calculation (ωB97M-V with the def2-TZVPD basis set) on C2H6N4O2 in the gas phase in a non-equilibrium geometry.

Calculated values
Highest occupied orbital energy = -9.26 eV
Energy relative to the best compared isomer or geometry (same formula, charge and spin) = 102.1 kcal/mol
Frontier orbital gap = 0.3603 hartree
Electronic energy = -449.1584 a.u.
SMILES string = [H]/N=C(N)\C(=N/O)NO

```
14
Properties=species:S:1:pos:R:3:mulliken_charge:R:1
H -0.813 -1.024 1.672 0.335
N -0.478 -1.623 0.987 -0.797
C -0.302 -1.021 -0.112 0.456
N -0.125 -1.455 -1.370 -0.380
C -0.089 0.456 -0.099 0.336
N -0.536 1.212 0.841 -0.484
O -1.678 0.738 1.573 -0.422
N 0.732 1.011 -0.996 -0.358
O 2.050 0.544 -0.677 -0.406
H -0.091 -2.435 -1.705 0.259
H 0.442 -0.812 -1.849 0.268
H -1.909 1.545 2.187 0.385
H 0.610 2.058 -0.779 0.422
H 2.185 0.806 0.326 0.387
```

=====

12.
ORCA calculation (ωB97M-V with the def2-TZVPD basis set) on C2H6N4O2 in the gas phase in a non-equilibrium geometry.

Calculated values
Highest occupied orbital energy = -9.21 eV
Energy relative to the best compared isomer or geometry (same formula, charge and spin) = 100.2 kcal/mol
Frontier orbital gap = 0.3544 hartree
Electronic energy = -449.1615 a.u.
SMILES string = [H]/N=C(/N)O/C(=N\[H])NO

```
14
Properties=species:S:1:pos:R:3:mulliken_charge:R:1
H -0.126 -0.932 -2.332 0.345
N 0.293 0.065 -2.181 -0.728
C 0.307 0.779 -1.121 0.500
N 0.346 2.107 -0.991 -0.400
O -0.108 0.338 0.155 -0.450
C -0.630 -0.891 0.538 0.680
N -1.413 -1.413 -0.363 -0.854
H -1.728 -0.697 -1.037 0.320
N -0.167 -1.316 1.768 -0.158
O 0.750 -0.465 2.689 -0.403
H 0.795 2.503 -1.779 0.263
H 0.280 2.764 -0.110 0.266
H -0.308 -2.292 2.327 0.280
H 1.711 -0.552 2.437 0.339
```

=====

Please write out number 12 again, unchanged.
ORCA calculation (ωB97M-V with the def2-TZVPD basis set) on C2H6N4O2 in the gas phase in a non-equilibrium geometry.

Calculated values
Highest occupied orbital energy = -9.21 eV
Energy relative to the best compared isomer or geometry (same formula, charge and spin) = 100.2 kcal/mol
Frontier orbital gap = 0.3544 hartree
Electronic energy = -449.1615 a.u.
SMILES string = [H]/N=C(/N)O/C(=N\[H])NO

```
14
Properties=species:S:1:pos:R:3:mulliken_charge:R:1
H -0.126 -0.932 -2.332 0.345
N 0.293 0.065 -2.181 -0.728
C 0.307 0.779 -1.121 0.500
N 0.346 2.107 -0.991 -0.400
O -0.108 0.338 0.155 -0.450
C -0.630 -0.891 0.538 0.680
N -1.413 -1.413 -0.363 -0.854
H -1.728 -0.697 -1.037 0.320
N -0.167 -1.316 1.768 -0.158
O 0.750 -0.465 2.689 -0.403
H 0.795 2.503 -1.779 0.263
H 0.280 2.764 -0.110 0.266
H -0.308 -2.292 2.327 0.280
H 1.711 -0.552 2.437 0.339
```

=====

- Number 3 is which compound?
  C2H6N3

=====

- Look up the electronic energy of the eighth one.
  -298.7551 a.u.

=====

Repeat the ninth record exactly.
ORCA calculation (ωB97M-V with the def2-TZVPD basis set) on a molecular structure, C2H6N4O in a non-equilibrium geometry.

Calculated values
Highest occupied orbital energy = -9.05 eV
Energy relative to the best compared isomer or geometry (same formula, charge and spin) = 185.2 kcal/mol
Frontier orbital gap = 0.3296 hartree
Electronic energy = -373.8153 a.u.

```
13
Properties=species:S:1:pos:R:3:mulliken_charge:R:1
C 0.069 -1.232 -0.475 0.077
C -0.690 1.018 -0.011 -0.032
H 1.459 0.645 0.798 0.319
H 2.776 0.139 0.327 0.320
H -0.139 -2.102 -1.151 0.327
H -2.367 -1.397 -0.428 0.377
H -1.736 1.445 0.256 0.346
H -0.137 2.456 -0.406 0.286
N 1.781 -0.289 0.891 -0.604
N 1.375 -1.200 -0.234 -0.322
N -0.741 -0.388 0.205 0.026
N 0.447 1.561 -0.338 -0.630
O -2.097 -0.655 0.566 -0.489
```